{"formula": "C11H20O3", "method": "ωB97M-V/def2-TZVPD", "symbols": ["C", "C", "C", "C", "C", "C", "C", "C", "C", "C", "C", "H", "H", "H", "H", "H", "H", "H", "H", "H", "H", "H", "H", "H", "H", "H", "H", "H", "H", "H", "H", "O", "O", "O"], "coordinates": [[-3.347, 1.673, 0.856], [-4.082, 0.822, -0.213], [-3.231, 0.300, -1.336], [-1.701, -0.073, -0.893], [-1.646, -1.313, -0.043], [-0.239, -1.610, 0.614], [2.587, -1.266, -0.230], [3.154, 0.265, -0.589], [4.339, 0.819, 0.208], [2.102, -0.926, 1.338], [0.587, -0.664, 1.492], [-4.130, 2.532, 1.384], [-2.194, 2.188, 0.278], [-3.022, 0.707, 1.794], [-5.014, 1.443, -0.378], [-4.512, 0.025, 0.532], [-3.562, -0.591, -1.888], [-2.996, 1.225, -2.008], [-1.063, -0.489, -1.888], [-1.042, 0.700, -0.569], [-1.941, -2.165, -0.612], [-2.714, -1.107, 0.438], [-0.367, -2.446, 1.616], [3.220, -2.031, -0.639], [3.816, 0.286, -1.601], [2.198, 0.927, -0.479], [3.833, 1.476, 1.162], [5.022, -0.050, 0.475], [6.400, 1.540, -0.805], [2.826, -0.404, 1.968], [0.039, -0.096, 2.423], [0.372, -2.151, -0.606], [1.267, -1.290, -1.140], [5.042, 1.741, -0.659]], "forces_ev_per_a": [[2.3139, 0.0964, 1.6647], [-2.3230, -0.1576, 3.6106], [3.4951, 1.8631, -0.8060], [0.9214, -2.3472, -4.5160], [-2.6863, 1.7570, 2.4227], [-2.4177, -1.2934, 2.0777], [-2.8177, 4.8757, 0.6156], [0.2005, -1.1346, -1.8893], [-0.4522, 0.7620, 2.2836], [-5.8286, 0.8827, -1.9588], [5.2076, -0.9977, -0.0798], [2.7481, -2.5101, -1.5179], [-3.8426, -1.2529, 2.3722], [-0.4241, 3.7213, -2.6110], [1.0392, -0.9339, -1.1500], [0.5239, 0.6960, -2.0202], [-0.4059, 0.6556, 0.0844], [-0.8946, -1.7958, 0.5381], [-1.9163, 1.6850, 1.9057], [-0.1079, 0.8433, 0.5783], [0.4119, -0.8127, -0.5960], [2.5274, -1.0349, 1.2107], [0.1905, 1.4447, -3.5224], [0.2063, -0.6728, 0.7207], [-2.7654, -0.2488, 1.3460], [1.9820, -1.0723, -0.8605], [2.0811, -1.8890, -2.1988], [-0.8713, 1.2331, 0.3479], [-6.1163, 0.5356, 1.0506], [-0.2806, -0.3777, -0.1763], [1.6983, -1.6279, -2.5411], [-0.5951, -1.8249, 2.6168], [4.0682, 1.6861, 1.2890], [5.1303, -0.7533, -0.2914]], "nbo_charge": [-0.615, -0.478, -0.423, -0.395, -0.452, 0.034, 0.056, -0.466, -0.090, -0.250, -0.228, 0.236, 0.211, 0.197, 0.224, 0.201, 0.226, 0.218, 0.210, 0.212, 0.219, 0.204, 0.225, 0.214, 0.244, 0.243, 0.169, 0.183, 0.460, 0.213, 0.261, -0.269, -0.273, -0.722], "max_force_ha_per_bohr": 0.121, "total_energy_ev": -17858.6056, "total_charge": 0}

{"formula": "C11H20O4", "method": "ωB97M-V/def2-TZVPD", "symbols": ["C", "C", "C", "C", "C", "C", "C", "C", "O", "C", "O", "C", "O", "C", "O", "H", "H", "H", "H", "H", "H", "H", "H", "H", "H", "H", "H", "H", "H", "H", "H", "H", "H", "H", "H"], "coordinates": [[2.773, -0.394, -3.162], [1.990, -1.717, -3.009], [1.214, -1.754, -1.680], [2.125, -1.575, -0.459], [1.326, -1.461, 0.864], [0.590, -0.121, 1.062], [-0.405, -0.154, 2.279], [-0.897, 1.235, 2.695], [0.214, 2.059, 3.076], [-1.701, 1.911, 1.544], [-1.134, 2.788, 0.890], [-3.056, 1.498, 1.184], [-3.621, 0.619, 1.833], [-3.693, 2.021, -0.123], [-4.860, 1.249, -0.421], [3.636, -0.396, -2.534], [2.153, 0.490, -2.962], [3.103, -0.283, -4.178], [1.326, -1.870, -3.833], [2.712, -2.544, -3.040], [0.643, -2.692, -1.672], [0.529, -0.926, -1.745], [2.792, -0.730, -0.554], [2.768, -2.446, -0.382], [0.594, -2.295, 0.879], [2.013, -1.619, 1.718], [1.311, 0.698, 1.215], [0.036, 0.135, 0.134], [-1.233, -0.836, 2.038], [0.095, -0.554, 3.176], [-1.617, 1.148, 3.542], [0.524, 2.511, 2.251], [-2.962, 1.833, -0.916], [-3.910, 3.102, -0.082], [-5.381, 1.070, 0.373]], "forces_ev_per_a": [[-1.0552, -0.3729, -0.4648], [0.9681, 0.4286, 1.0073], [0.8066, -0.0686, -0.7230], [-0.9795, -0.5225, 0.5507], [0.0570, -0.0920, 0.0114], [-0.5332, -0.0097, 0.2529], [0.6783, -0.3150, -0.5540], [-0.7450, 0.5049, -0.1136], [-0.7027, -0.0489, -1.0534], [3.6085, 1.6862, 0.1993], [-1.0595, -1.0149, 0.5800], [-2.5197, -2.0055, -0.2580], [0.7618, 1.4534, -0.6288], [-0.6146, -0.8040, 0.6417], [0.5945, 0.6160, -0.2260], [0.5596, 0.1934, 0.4779], [0.0699, -0.2410, 0.2155], [0.3280, 0.0241, -0.5622], [-0.5691, 0.0052, -0.5751], [-0.0900, 0.0426, 0.0073], [0.0613, 0.2187, 0.4674], [-0.6223, 0.3111, 0.1732], [0.0429, 0.4174, -0.1650], [0.1992, -0.2692, 0.0079], [0.2453, 0.3797, 0.1143], [-0.3185, 0.0482, -0.2941], [-0.0552, -0.3482, -0.0474], [0.1516, -0.1233, 0.4648], [0.0485, 0.2705, 0.1442], [-0.0239, 0.0094, -0.3920], [0.7337, 0.0574, -0.3332], [-0.4578, -0.3895, 0.8783], [-0.1628, 0.1708, 0.0218], [0.2068, -0.3139, 0.0876], [0.3875, 0.1018, 0.0871]], "nbo_charge": [-0.611, -0.383, -0.394, -0.399, -0.385, -0.407, -0.415, 0.016, -0.707, 0.462, -0.507, 0.449, -0.487, -0.157, -0.708, 0.202, 0.199, 0.209, 0.200, 0.190, 0.203, 0.188, 0.201, 0.202, 0.195, 0.204, 0.203, 0.192, 0.219, 0.222, 0.213, 0.485, 0.217, 0.205, 0.484], "smiles": "CCCCCCC[C@@H](O)C(=O)C(=O)CO", "max_force_ha_per_bohr": 0.078, "total_energy_ev": -19920.5108, "total_charge": 0}

{"formula": "C11H20P", "method": "ωB97M-V/def2-TZVPD", "symbols": ["C", "C", "C", "C", "C", "C", "C", "C", "C", "C", "C", "P", "H", "H", "H", "H", "H", "H", "H", "H", "H", "H", "H", "H", "H", "H", "H", "H", "H", "H", "H", "H"], "coordinates": [[0.429, 3.016, 1.051], [1.764, 2.750, 0.549], [-0.049, 1.904, 1.634], [2.094, 1.469, 0.810], [0.970, 0.834, 1.500], [0.562, -3.052, -0.835], [-0.524, 1.378, -2.198], [-2.209, -1.375, 1.372], [0.849, -1.979, 0.209], [0.380, 0.248, -1.717], [-1.821, -0.588, 0.125], [-0.013, -0.381, -0.048], [-0.068, 3.965, 0.967], [2.378, 3.488, 0.068], [-0.991, 1.778, 2.135], [3.029, 0.986, 0.603], [1.130, 0.119, 2.296], [1.006, -3.990, -0.508], [-0.506, -3.215, -0.968], [1.002, -2.801, -1.798], [-0.460, 2.243, -1.545], [-0.210, 1.680, -3.193], [-1.560, 1.058, -2.259], [-1.818, -0.905, 2.271], [-3.292, -1.413, 1.455], [-1.844, -2.398, 1.324], [1.919, -1.754, 0.238], [0.558, -2.326, 1.204], [1.425, 0.568, -1.703], [0.296, -0.613, -2.389], [-2.271, 0.408, 0.133], [-2.154, -1.105, -0.781]], "forces_ev_per_a": [[-0.2252, -0.0515, 0.1696], [0.1780, -0.2268, 0.0157], [-0.1137, 0.2750, 0.1221], [0.3386, 0.1601, -0.1329], [-1.8020, -1.3838, -2.0551], [0.0078, 0.0170, -0.0032], [0.0079, 0.0092, 0.0572], [-0.0062, 0.0287, -0.0438], [-0.2908, 0.2396, -0.1179], [-0.0208, -0.0433, 0.3043], [0.3753, 0.0394, 0.0839], [1.6199, 0.8288, 1.4724], [-0.1576, 0.1437, 0.0132], [0.1989, 0.0689, -0.1175], [-0.1860, 0.0082, 0.0794], [0.2012, -0.0891, -0.0680], [0.0347, -0.0856, 0.0875], [-0.0216, -0.0524, -0.0311], [-0.0751, -0.0592, -0.0336], [-0.0306, 0.0068, -0.0632], [-0.0302, 0.0853, 0.0430], [-0.0087, 0.0368, -0.0729], [-0.1029, 0.0205, -0.0160], [0.0099, 0.0027, 0.1359], [-0.0275, -0.0015, 0.0270], [0.0198, -0.0735, 0.0463], [-0.0638, 0.0884, 0.0793], [0.0662, 0.0956, 0.0085], [-0.0682, -0.1281, 0.0290], [0.0550, -0.0133, 0.1128], [0.0888, -0.0386, -0.1026], [0.0292, 0.0919, -0.0295]], "nbo_charge": [-0.217, -0.177, -0.247, -0.274, -0.324, -0.617, -0.611, -0.613, -0.739, -0.745, -0.747, 1.480, 0.240, 0.239, 0.233, 0.237, 0.264, 0.247, 0.214, 0.221, 0.226, 0.244, 0.216, 0.217, 0.249, 0.218, 0.258, 0.254, 0.269, 0.257, 0.268, 0.259], "max_force_ha_per_bohr": 0.060, "total_energy_ev": -21013.2654, "total_charge": 1}

{"formula": "C11H21AlNO", "method": "ωB97M-V/def2-TZVPD", "symbols": ["C", "C", "C", "C", "C", "C", "C", "C", "C", "C", "Al", "O", "C", "N", "H", "H", "H", "H", "H", "H", "H", "H", "H", "H", "H", "H", "H", "H", "H", "H", "H", "H", "H", "H", "H"], "coordinates": [[3.689, -0.011, -0.486], [2.561, -0.542, 0.354], [2.498, 0.029, 1.753], [1.728, -1.490, -0.165], [0.218, -1.423, -0.256], [-0.535, -1.325, 1.084], [-1.948, -0.715, 1.000], [-2.821, -1.717, 0.205], [-2.047, 0.656, 0.287], [-0.842, 1.623, 0.418], [-0.119, 2.235, -1.379], [-1.078, 1.417, -2.776], [-2.196, 1.953, -3.033], [-3.217, 2.412, -3.327], [4.626, -0.029, 0.095], [3.481, 1.031, -0.722], [3.861, -0.612, -1.376], [1.784, 0.857, 1.841], [2.222, -0.724, 2.485], [3.470, 0.440, 2.022], [2.209, -2.384, -0.565], [-0.072, -2.380, -0.700], [-0.088, -0.656, -0.967], [0.029, -0.801, 1.853], [-0.661, -2.347, 1.455], [-2.361, -0.694, 2.012], [-3.876, -1.489, 0.371], [-2.588, -2.750, 0.468], [-2.646, -1.614, -0.867], [-2.915, 1.157, 0.727], [-2.331, 0.461, -0.747], [-1.217, 2.549, 0.861], [-0.063, 1.261, 1.086], [1.438, 1.922, -1.608], [-0.375, 3.821, -1.548]], "forces_ev_per_a": [[1.3523, -1.2928, 1.2028], [-0.0639, -0.5325, -0.0976], [-0.9384, 1.0883, -0.4464], [0.0669, 0.6487, 0.3628], [0.0628, -1.4140, 1.3451], [-0.3655, 0.3534, 0.1694], [0.0797, -0.9617, -1.0935], [-0.0139, 0.3901, 0.1156], [0.0466, 0.0490, 1.0262], [-0.4006, 0.1408, -0.7186], [0.2891, 0.3573, 0.4396], [-0.1499, 0.3464, 0.4170], [0.5999, -0.4871, -0.2355], [-0.5291, 0.1949, -0.0399], [0.0669, 0.1983, -0.1431], [-0.2503, -0.0419, -0.2602], [-0.2436, 0.2052, -0.2414], [0.0700, 0.0370, 0.1377], [-0.0248, -0.0932, -0.0503], [0.0790, -0.0514, -0.0447], [0.0339, 0.6937, -1.5523], [-0.2301, 0.1342, -0.2024], [0.2126, 0.2349, 0.0870], [0.1855, 0.1435, -0.1787], [0.1052, 0.0030, 0.1685], [0.1388, 0.2938, 0.1032], [-0.0838, -0.2290, -0.0241], [-0.2647, -0.0569, 0.1788], [0.0853, 0.0025, -0.0292], [-0.1595, -0.0487, -0.1606], [0.1808, 0.0628, -0.1152], [0.1388, 0.0615, 0.1092], [-0.0456, -0.1738, -0.0090], [0.0638, -0.2344, -0.1194], [-0.0942, -0.0215, -0.1012]], "nbo_charge": [-0.643, 0.067, -0.665, -0.219, -0.445, -0.390, -0.200, -0.607, -0.405, -0.992, 1.312, -0.818, 0.576, -0.574, 0.175, 0.251, 0.213, 0.229, 0.213, 0.206, 0.185, 0.196, 0.232, 0.200, 0.187, 0.184, 0.201, 0.188, 0.205, 0.198, 0.192, 0.214, 0.203, -0.444, -0.425], "max_force_ha_per_bohr": 0.043, "total_energy_ev": -21882.5011, "total_charge": -1}

Repeat the fourth record exactly.
{"formula": "C11H21AlNO", "method": "ωB97M-V/def2-TZVPD", "symbols": ["C", "C", "C", "C", "C", "C", "C", "C", "C", "C", "Al", "O", "C", "N", "H", "H", "H", "H", "H", "H", "H", "H", "H", "H", "H", "H", "H", "H", "H", "H", "H", "H", "H", "H", "H"], "coordinates": [[3.689, -0.011, -0.486], [2.561, -0.542, 0.354], [2.498, 0.029, 1.753], [1.728, -1.490, -0.165], [0.218, -1.423, -0.256], [-0.535, -1.325, 1.084], [-1.948, -0.715, 1.000], [-2.821, -1.717, 0.205], [-2.047, 0.656, 0.287], [-0.842, 1.623, 0.418], [-0.119, 2.235, -1.379], [-1.078, 1.417, -2.776], [-2.196, 1.953, -3.033], [-3.217, 2.412, -3.327], [4.626, -0.029, 0.095], [3.481, 1.031, -0.722], [3.861, -0.612, -1.376], [1.784, 0.857, 1.841], [2.222, -0.724, 2.485], [3.470, 0.440, 2.022], [2.209, -2.384, -0.565], [-0.072, -2.380, -0.700], [-0.088, -0.656, -0.967], [0.029, -0.801, 1.853], [-0.661, -2.347, 1.455], [-2.361, -0.694, 2.012], [-3.876, -1.489, 0.371], [-2.588, -2.750, 0.468], [-2.646, -1.614, -0.867], [-2.915, 1.157, 0.727], [-2.331, 0.461, -0.747], [-1.217, 2.549, 0.861], [-0.063, 1.261, 1.086], [1.438, 1.922, -1.608], [-0.375, 3.821, -1.548]], "forces_ev_per_a": [[1.3523, -1.2928, 1.2028], [-0.0639, -0.5325, -0.0976], [-0.9384, 1.0883, -0.4464], [0.0669, 0.6487, 0.3628], [0.0628, -1.4140, 1.3451], [-0.3655, 0.3534, 0.1694], [0.0797, -0.9617, -1.0935], [-0.0139, 0.3901, 0.1156], [0.0466, 0.0490, 1.0262], [-0.4006, 0.1408, -0.7186], [0.2891, 0.3573, 0.4396], [-0.1499, 0.3464, 0.4170], [0.5999, -0.4871, -0.2355], [-0.5291, 0.1949, -0.0399], [0.0669, 0.1983, -0.1431], [-0.2503, -0.0419, -0.2602], [-0.2436, 0.2052, -0.2414], [0.0700, 0.0370, 0.1377], [-0.0248, -0.0932, -0.0503], [0.0790, -0.0514, -0.0447], [0.0339, 0.6937, -1.5523], [-0.2301, 0.1342, -0.2024], [0.2126, 0.2349, 0.0870], [0.1855, 0.1435, -0.1787], [0.1052, 0.0030, 0.1685], [0.1388, 0.2938, 0.1032], [-0.0838, -0.2290, -0.0241], [-0.2647, -0.0569, 0.1788], [0.0853, 0.0025, -0.0292], [-0.1595, -0.0487, -0.1606], [0.1808, 0.0628, -0.1152], [0.1388, 0.0615, 0.1092], [-0.0456, -0.1738, -0.0090], [0.0638, -0.2344, -0.1194], [-0.0942, -0.0215, -0.1012]], "nbo_charge": [-0.643, 0.067, -0.665, -0.219, -0.445, -0.390, -0.200, -0.607, -0.405, -0.992, 1.312, -0.818, 0.576, -0.574, 0.175, 0.251, 0.213, 0.229, 0.213, 0.206, 0.185, 0.196, 0.232, 0.200, 0.187, 0.184, 0.201, 0.188, 0.205, 0.198, 0.192, 0.214, 0.203, -0.444, -0.425], "max_force_ha_per_bohr": 0.043, "total_energy_ev": -21882.5011, "total_charge": -1}